Entry from the Open Molecules 2025 dataset: an isolated molecule of C4H14N2Si at a distorted geometry (ωB97M-V/def2-TZVPD).

For the HOMO energy, the calculation gives -7.77 eV. The calculation puts the HOMO-LUMO gap at 8.610 eV. The value obtained for the total energy is -559.8109 a.u. As for the maximum force: 7.47 eV/Å. The spin multiplicity is 1. Its net charge is 0. The LUMO energy comes out at 0.84 eV. The SMILES is CN(C)[Si](C)(C)N.

Last column: natural (NBO) charge in e.
Positions of all 21 atoms, in Å:
C  -1.196  -1.597  1.023  -0.400
C  0.384  -0.023  2.048  -0.383
C  0.123  -0.925  -2.230  -1.086
C  -0.621  1.938  -0.972  -1.169
N  1.896  1.009  -0.420  -1.313
N  -0.160  -0.598  0.857  -0.810
Si  0.305  0.376  -0.766  1.884
H  -0.746  -2.482  1.543  0.167
H  -1.920  -1.184  1.788  0.169
H  -1.616  -2.014  0.126  0.205
H  -0.494  0.389  2.686  0.147
H  0.813  -0.927  2.595  0.173
H  1.005  0.732  1.935  0.188
H  1.002  -1.504  -2.398  0.237
H  -0.656  -1.637  -1.975  0.233
H  -0.008  -0.459  -3.179  0.234
H  -0.693  2.162  0.078  0.235
H  -0.231  2.713  -1.572  0.251
H  -1.652  1.902  -1.242  0.247
H  2.641  0.296  -0.156  0.401
H  1.825  1.833  0.230  0.391